#a
Density functional theory data (ωB97M-V with the def2-TZVPD basis set) for C3H7NO2S in the gas phase.

XYZ file:
```
14
C3H7NO2S, DFT ωB97M-V with the def2-TZVPD basis set
C -0.4126 0.5946 0.0556
C -1.4055 1.6792 -0.1449
C 2.3259 -1.2985 0.1125
N -0.3808 -0.3950 0.7990
O 0.6745 0.7801 -0.7207
O 2.6540 1.0793 0.8617
S 2.3072 0.4878 -0.4224
H -0.8820 2.7069 0.1535
H -2.1876 1.5587 0.4891
H -1.6798 1.7550 -1.1613
H 1.7591 -2.0855 -0.5748
H 1.9504 -1.2342 1.1432
H 3.3966 -1.5580 -0.0280
H -1.2521 -0.7859 1.1443
```

The frontier orbital gap is 10.3 eV.


#b
Density functional theory data (ωB97M-V with the def2-TZVPD basis set) for C3H7NO2S in the gas phase.

XYZ file:
```
14
C3H7NO2S, DFT ωB97M-V with the def2-TZVPD basis set
C -0.2351 -1.3155 -0.8937
C 0.1310 0.0665 -1.3383
C 0.0589 1.5482 1.2238
N 0.9075 -1.3060 -1.8071
O 1.8474 1.8987 -0.7357
O 1.8502 -0.1554 0.5477
S 1.1562 0.8704 -0.0757
H -0.1144 -1.6438 0.0858
H -1.1069 -1.7095 -1.4083
H 0.0395 0.5468 -2.3059
H 0.1172 2.6145 1.2499
H -1.0551 1.3368 0.9536
H 0.3862 1.2310 2.1569
H 1.8553 -1.5381 -1.2515
```

The frontier orbital gap is 10.9 eV. The structure (SMILES) is CS(=O)(=O)[C@@H]1CN1.


#c
Density functional theory data (ωB97M-V with the def2-TZVPD basis set) for C3H7NO2S in the gas phase.

XYZ file:
```
14
C3H7NO2S, DFT ωB97M-V with the def2-TZVPD basis set
C 1.7451 -0.8008 -0.4168
C 0.5906 -0.7585 0.6013
C -1.5618 -0.1043 -0.3484
H 2.7005 -0.8171 0.0997
H 1.7825 -1.7188 -1.0730
H 1.5775 0.0677 -0.9475
H 0.1575 -1.6727 1.2822
H 0.4673 0.3148 1.0636
H -2.1643 1.9208 -0.3501
H 0.0453 2.0752 0.7416
N -1.5017 1.2105 0.0227
O -0.6319 -0.9780 -0.3489
O -0.0931 1.9128 -0.2393
S -3.1134 -0.6515 -0.0872
```

The frontier orbital gap is 8.7 eV. The structure (SMILES) is CCOC(=S)NO.


#d
Density functional theory data (ωB97M-V with the def2-TZVPD basis set) for C3H7NO2S in the gas phase.

XYZ file:
```
14
C3H7NO2S, DFT ωB97M-V with the def2-TZVPD basis set
C 0.2812 1.8010 -0.5527
C -1.6799 -0.6635 -0.3795
C 0.7114 -1.4438 0.8703
N 0.3944 2.7249 0.2752
O 1.0378 0.7025 -0.5127
O 0.3645 -1.5056 -1.7470
S -0.0304 -0.7430 -0.6040
H -2.0848 -0.0232 -1.0898
H -0.5989 1.7693 -1.3016
H -1.7206 -0.3530 0.6055
H 1.7436 -1.6924 0.9454
H 0.3899 -0.8466 1.6993
H -0.0292 -2.3196 1.0185
H 1.2208 2.5931 0.7730
```

The frontier orbital gap is 9.9 eV. The structure (SMILES) is [H]/N=C\O[S@](=C)(C)=O.


Which structure wins on stability? #a wins.


#a
Density functional theory data (ωB97M-V with the def2-TZVPD basis set) for C3H7NO2S in the gas phase.

XYZ file:
```
14
C3H7NO2S, DFT ωB97M-V with the def2-TZVPD basis set
C -0.6525 0.3119 -0.6087
C 0.7480 0.5554 -1.1320
S 1.2839 2.2601 -1.4658
N -0.7682 -0.8857 0.1867
C -0.1614 -0.8632 1.4531
O -0.3821 -2.0001 2.1293
O 0.4475 0.1143 1.7984
H -1.3384 0.1798 -1.4533
H -0.9390 1.2094 -0.0087
H 1.4924 0.3958 -0.3017
H 0.9699 -0.2018 -1.8842
H 0.0849 2.9326 -1.2901
H -1.1875 -1.7655 -0.0595
H 0.4024 -2.2431 2.6365
```

The frontier orbital gap is 9.4 eV. The structure (SMILES) is O=C(O)NCCS.


#b
Density functional theory data (ωB97M-V with the def2-TZVPD basis set) for 2 unconnected molecules or ions with the total composition C3H7NO2S.

XYZ file:
```
14
C3H7NO2S, DFT ωB97M-V with the def2-TZVPD basis set
O -1.5052 -1.5988 0.6054
C -1.5084 -0.5102 -0.2221
O -2.4913 -0.2554 -0.9825
C -0.8089 0.7624 0.4436
C -0.0252 0.1348 -0.6658
S 1.6761 -0.1485 -0.3547
N -0.1711 0.7031 1.6998
H -2.4196 -1.9297 0.6315
H -1.6134 1.5467 0.3522
H -0.2584 0.5309 -1.6666
H 4.3804 -0.6516 -1.7520
H 3.8350 -0.1234 -1.6109
H 0.5021 -0.0422 1.6745
H 0.4077 1.5817 1.8476
```

The frontier orbital gap is 6.2 eV.


Which structure wins on stability? #a wins.


#a
Density functional theory data (ωB97M-V with the def2-TZVPD basis set) for 2 unconnected molecules or ions with the total composition CH3BrOS.

XYZ file:
```
7
CH3BrOS, DFT ωB97M-V with the def2-TZVPD basis set
C -0.0321 -0.0730 0.0172
O 0.1015 -3.5584 0.3016
S -1.1638 -2.8272 0.2919
Br -1.7687 -2.3016 2.3392
H -0.1991 0.2005 -0.9754
H 0.8159 -0.5048 0.4593
H -0.7765 0.1818 0.5978
```

The frontier orbital gap (spin up / spin down) is 7.7 / 8.8 eV.


#b
Density functional theory data (ωB97M-V with the def2-TZVPD basis set) for CH3BrOS in the gas phase.

XYZ file:
```
7
CH3BrOS, DFT ωB97M-V with the def2-TZVPD basis set
C -0.0529 -0.1408 -0.1135
O -1.7196 -2.2676 0.3066
S -1.7482 -1.0446 -0.5684
Br -3.2224 0.4614 0.2947
H 0.7009 -0.8943 -0.4499
H -0.1146 -0.0012 0.9436
H -0.0720 0.8369 -0.5998
```

The frontier orbital gap is 9.3 eV.


Which structure wins on stability? #b wins.


#a
Density functional theory data (ωB97M-V with the def2-TZVPD basis set) for a gas-phase ion, C3H11N2S (charge +1).

XYZ file:
```
17
C3H11N2S, DFT ωB97M-V with the def2-TZVPD basis set
N -0.7202 0.0011 -1.1893
C 0.2553 0.5359 -0.1593
C 1.5696 -0.3791 -0.1654
S 2.1278 -0.9448 -1.8623
C -0.6911 0.6455 1.1864
N -1.4923 -0.7388 1.3477
H -1.1943 0.7611 -1.6971
H -1.5220 -0.5487 -0.6384
H -0.1345 -0.6237 -1.7842
H 0.5509 1.5703 -0.3935
H 1.0950 -1.1951 0.2683
H 2.3258 0.1665 0.2648
H 2.7266 0.1468 -1.9757
H 0.0523 0.8229 2.0015
H -1.4177 1.4509 1.0891
H -1.0553 -1.2115 2.1389
H -2.4760 -0.4591 1.5685
```

The frontier orbital gap is 10.6 eV. The structure (SMILES) is NC[C@H]([NH3+])CS. The net charge is +1.


#b
Density functional theory data (ωB97M-V with the def2-TZVPD basis set) for 2 unconnected molecules or ions with the total composition C3H11N2S.

XYZ file:
```
17
C3H11N2S, DFT ωB97M-V with the def2-TZVPD basis set
C 2.7305 0.6888 0.3554
C 1.8548 -0.3020 -0.4202
C 0.3277 -0.0576 -0.3514
N -2.6704 -0.6027 0.1018
N -0.2959 0.6656 0.5095
S -4.1690 0.0821 0.0314
H 2.0880 1.5846 0.5366
H 3.6227 1.0009 -0.2061
H 3.1747 0.1999 1.2384
H 2.1633 -0.4189 -1.4412
H 1.9412 -1.2621 -0.0309
H -0.3342 -0.6548 -1.0634
H -2.6116 -1.3171 0.8538
H -3.9665 1.2677 0.7848
H 0.4694 1.0981 1.0933
H -1.8835 0.1032 0.2693
H -4.1184 0.7546 -1.1133
```

The frontier orbital gap is 10.5 eV. The net charge is +1.


#c
Density functional theory data (ωB97M-V with the def2-TZVPD basis set) for a gas-phase ion, C3H11N2S (charge +1).

XYZ file:
```
17
C3H11N2S, DFT ωB97M-V with the def2-TZVPD basis set
N 0.0616 -0.1511 1.3550
C 0.0857 -0.3019 -0.1262
C 1.4459 0.1747 -0.4617
S 2.8224 -0.5053 0.5612
C -1.0954 0.5123 -0.6702
N -2.2908 0.1646 -0.0032
H -0.8126 -0.3676 1.7169
H 0.1886 0.8640 1.5472
H 0.8683 -0.7647 1.6626
H -0.1394 -1.3617 -0.3271
H 1.5568 1.3179 -0.3704
H 1.6345 -0.0457 -1.5174
H 2.9380 -1.2406 -0.6114
H -0.8068 1.6598 -0.7449
H -1.0000 0.1099 -1.7286
H -2.9977 0.7950 -0.2746
H -2.4591 -0.8596 -0.0071
```

The frontier orbital gap is 10.5 eV. The structure (SMILES) is NC[C@H]([NH3+])CS. The net charge is +1.


Which structure wins on stability? #c wins.